Here is an isolated molecule of C4H10N2O from OMol25. Energies are from ωB97M-V/def2-TZVPD.

Calculated values
structure (SMILES)	CNC(=O)N(C)C
multiplicity	1

Last column: natural (NBO) charge in e.
Atoms and positions in Å:
C (-1.118, -1.062, -2.248)  -0.413
N (-0.503, -1.025, -0.932)  -0.641
C (0.024, 0.194, -0.566)  0.780
O (0.048, 1.111, -1.383)  -0.680
N (0.565, 0.368, 0.697)  -0.453
C (0.902, 1.750, 1.000)  -0.415
C (0.415, -0.520, 1.833)  -0.412
H (-2.096, -0.564, -2.265)  0.188
H (-0.462, -0.483, -2.891)  0.234
H (-1.207, -2.083, -2.636)  0.197
H (-0.737, -1.745, -0.272)  0.392
H (0.086, 2.259, 1.533)  0.179
H (1.059, 2.255, 0.049)  0.256
H (1.815, 1.794, 1.601)  0.189
H (0.649, -1.560, 1.578)  0.202
H (1.138, -0.217, 2.600)  0.212
H (-0.581, -0.473, 2.300)  0.185

=====

Here is a cluster of 2 separate species, C4H10N2O in total from OMol25. Energies are from ωB97M-V/def2-TZVPD.

Calculated values
structure (SMILES)	C/N=C\N.C=CO
multiplicity	1

Last column: natural (NBO) charge in e.
Atoms and positions in Å:
C (-2.614, 1.503, -2.140)  -0.472
N (-1.244, 1.888, -1.659)  -0.400
C (-0.605, 1.026, -0.933)  0.252
N (-0.905, -0.351, -0.743)  -0.898
H (-2.698, 1.828, -3.197)  0.198
H (-3.420, 2.074, -1.668)  0.211
H (-2.606, 0.414, -2.089)  0.213
H (0.290, 1.245, -0.394)  0.151
H (-0.064, -0.934, -0.927)  0.374
H (-1.028, -0.541, 0.248)  0.370
C (1.573, -0.348, 2.290)  -0.518
C (2.062, -1.511, 1.821)  0.134
O (3.339, -1.598, 1.298)  -0.694
H (0.570, -0.282, 2.677)  0.208
H (2.204, 0.552, 2.375)  0.217
H (1.487, -2.461, 1.774)  0.170
H (3.659, -2.502, 1.267)  0.483

=====

HOMO values (in eV) by entry order: -8.95 -9.31.
Energy above the lowest of the compared OMol25 structures with the same formula, charge and spin values (in kJ/mol) by entry order: 81.26 327.03.